This record from OMol25 describes a 2-piece molecular cluster, C31H49BF4N4O5 overall in a non-equilibrium geometry. The level of theory is ωB97M-V with the def2-TZVPD basis set.

The geometry in ORCA input format:
```
! wB97M-V def2-TZVPD RIJCOSX def2/J DEFGRID3
* xyz 0 1
F -6.02 -5.77 -0.16
F -6.57 -6.18 2.11
F -7.82 -4.60 0.86
F -8.02 -6.92 0.39
O 1.14 -2.96 2.97
O -0.59 -5.52 2.91
O -1.01 0.72 -4.36
O -5.71 2.10 5.02
O -1.56 -1.55 -1.26
N -4.26 -4.11 3.20
N -2.89 -1.60 2.11
N -3.55 2.08 3.85
N -1.28 -3.10 3.34
C 0.18 1.57 -4.22
C -0.81 -1.75 0.02
C 0.15 -0.68 3.55
C 5.61 3.15 -4.29
C -4.43 -0.06 5.46
C -7.29 -2.52 5.18
C 4.46 5.20 -2.82
C -6.21 -2.71 4.27
C -1.23 -3.14 0.76
C 7.06 3.58 -3.68
C 4.42 5.35 -5.47
C -5.05 -2.79 3.11
C -0.01 -2.29 3.28
C -1.59 0.35 -3.06
C 7.19 3.33 -2.03
C 4.43 4.28 -4.18
C -4.00 -1.50 3.14
C 2.10 3.20 -2.76
C -1.05 -4.55 3.70
C 1.09 1.85 -5.59
C -4.56 1.42 4.76
C 0.72 2.29 -2.84
C -2.17 -2.92 2.13
C 8.17 2.51 -4.34
C -3.48 -1.13 4.66
C -0.70 -0.78 -2.22
C 2.49 2.76 -5.54
C 2.99 3.43 -4.12
C -1.36 -4.97 5.29
C -3.34 -4.11 2.00
C 7.59 5.08 -4.14
B -7.11 -5.87 0.80
H 9.12 2.37 -3.67
H -0.43 0.01 2.81
H -0.10 -1.49 -2.96
H -2.62 -0.20 -3.31
H -1.55 -6.14 5.39
H 7.13 4.36 -1.46
H -2.90 -5.15 1.71
H -3.39 -1.54 1.18
H 3.44 5.78 -2.64
H -3.79 -4.09 4.13
H -4.67 -0.57 2.80
H -2.65 1.55 3.81
H 5.68 2.85 -5.45
H 8.16 2.75 -1.73
H 0.33 -1.88 -0.33
H 3.09 2.89 -6.55
H -0.12 -0.43 4.69
H -0.81 -0.79 0.70
H -5.62 -2.69 2.07
H 8.39 2.79 -5.46
H -2.38 -0.74 4.72
H 5.18 6.24 -5.24
H 1.30 -0.40 3.44
H 0.12 -0.15 -1.64
H 3.37 5.85 -5.63
H 6.26 2.66 -1.70
H -8.20 -2.05 5.80
H 7.20 5.37 -5.20
H 0.14 2.14 -1.82
H -1.90 -3.75 -0.02
H -0.47 -4.64 6.01
H 7.59 1.47 -4.35
H -4.03 2.12 2.91
H 4.84 4.84 -6.45
H -4.01 -3.76 1.08
H 5.22 2.18 -3.74
H 4.63 4.50 -1.90
H 7.42 5.91 -3.32
H -4.94 -4.93 3.20
H -1.85 1.27 -2.39
H -3.91 0.12 6.52
H 5.30 6.01 -2.82
H -3.51 -2.16 5.26
H 0.74 1.36 -6.60
H -5.51 -0.43 5.70
H -0.29 -3.81 0.96
H -2.32 -4.45 5.71
H 8.77 4.98 -4.25
H 2.42 3.64 -1.73
*
```

Calculated values
HOMO-LUMO gap = 6.928 eV
E = -60666.026 eV
molar mass = 644.6 g mol⁻¹

***

This record from OMol25 describes C31H49BrO2OsP2 as an isolated structure in a non-equilibrium geometry. The level of theory is ωB97M-V with the def2-TZVPD basis set.

The geometry in ORCA input format:
```
! wB97M-V def2-TZVPD RIJCOSX def2/J DEFGRID3
* xyz 2 5
Os -0.06 -0.04 -1.42
Br 2.32 0.95 5.95
P 2.98 1.14 -3.04
P -3.43 0.83 -2.59
O 2.49 -2.45 5.16
O 0.56 -1.58 4.25
C -1.73 -1.98 -3.38
C -1.69 1.17 0.67
C -5.04 -0.13 -2.52
C 0.07 -2.25 7.31
C 1.19 -0.11 6.98
C 1.38 1.08 2.18
C -0.12 1.31 2.64
C 0.60 -1.72 -2.29
C -3.61 0.61 -4.43
C 1.37 -1.75 -3.57
C -2.52 -2.18 -0.06
C -0.87 -1.82 -2.16
C 0.08 3.01 0.03
C 2.61 -1.78 -0.57
C 0.89 -1.41 6.55
C -1.41 2.60 0.14
C 3.91 0.06 -4.24
C -0.49 -1.76 8.52
C -4.30 2.48 -2.67
C 4.55 1.91 -2.38
C -1.21 0.66 1.83
C 0.26 -2.60 1.40
C 1.73 1.14 0.74
C -1.17 -1.95 -0.71
C 1.13 1.90 -0.25
C 1.38 -1.88 5.15
C -0.08 -0.52 9.01
C 0.62 0.36 8.18
C 2.68 2.31 -4.45
C 0.07 -2.07 0.01
C 1.14 -1.75 -0.91
H 0.75 1.41 8.44
H 1.84 2.16 -1.06
H -2.72 -2.45 -3.17
H -1.90 2.74 -0.83
H 0.35 3.62 0.90
H -1.41 -0.42 2.05
H 2.06 1.77 2.71
H -3.66 3.22 -3.18
H -3.65 -0.44 -4.71
H 2.77 -1.50 0.48
H 2.08 3.17 -4.12
H -2.99 -1.22 0.23
H -5.18 2.30 -3.30
H -4.59 1.04 -4.65
H -0.68 -2.58 1.97
H -1.23 -2.36 9.03
H 5.16 1.14 -1.89
H -2.86 1.16 -4.99
H -0.29 2.38 2.76
H -3.19 -2.73 -0.73
H 2.67 0.59 0.47
H -0.32 -0.23 10.05
H 1.67 0.14 2.65
H 2.36 -2.18 -3.35
H 0.80 -2.30 -4.33
H 3.13 -1.06 -1.22
H -2.41 -2.75 0.87
H 4.68 0.70 -4.67
H -0.25 0.87 3.64
H 1.58 -0.72 -3.93
H -4.61 2.83 -1.68
H -2.62 0.72 0.28
H 3.25 -0.27 -5.06
H 3.05 -2.79 -0.70
H -4.92 -1.09 -3.02
H -0.11 -3.27 6.98
H -2.00 -0.98 -3.77
H 3.66 2.62 -4.80
H 4.38 -0.80 -3.75
H 0.18 3.75 -0.77
H -1.98 3.32 0.76
H 1.02 -2.03 1.96
H -5.42 -0.24 -1.50
H 2.18 1.75 -5.26
H -5.73 0.46 -3.12
H -1.13 -2.56 -4.14
H 0.61 -3.66 1.38
H 5.09 2.29 -3.26
H 4.31 2.73 -1.68
*
```

Calculated values
energy above the lowest of the compared OMol25 structures with the same formula, charge and spin = 0.0 kcal/mol
HOMO-LUMO gap (spin up / spin down) = 6.340 / 5.450 eV
E = -128101.783 eV
molar mass = 785.8 g mol⁻¹

***

Please write out number 1 again, unchanged.
This record from OMol25 describes a 2-piece molecular cluster, C31H49BF4N4O5 overall in a non-equilibrium geometry. The level of theory is ωB97M-V with the def2-TZVPD basis set.

The geometry in ORCA input format:
```
! wB97M-V def2-TZVPD RIJCOSX def2/J DEFGRID3
* xyz 0 1
F -6.02 -5.77 -0.16
F -6.57 -6.18 2.11
F -7.82 -4.60 0.86
F -8.02 -6.92 0.39
O 1.14 -2.96 2.97
O -0.59 -5.52 2.91
O -1.01 0.72 -4.36
O -5.71 2.10 5.02
O -1.56 -1.55 -1.26
N -4.26 -4.11 3.20
N -2.89 -1.60 2.11
N -3.55 2.08 3.85
N -1.28 -3.10 3.34
C 0.18 1.57 -4.22
C -0.81 -1.75 0.02
C 0.15 -0.68 3.55
C 5.61 3.15 -4.29
C -4.43 -0.06 5.46
C -7.29 -2.52 5.18
C 4.46 5.20 -2.82
C -6.21 -2.71 4.27
C -1.23 -3.14 0.76
C 7.06 3.58 -3.68
C 4.42 5.35 -5.47
C -5.05 -2.79 3.11
C -0.01 -2.29 3.28
C -1.59 0.35 -3.06
C 7.19 3.33 -2.03
C 4.43 4.28 -4.18
C -4.00 -1.50 3.14
C 2.10 3.20 -2.76
C -1.05 -4.55 3.70
C 1.09 1.85 -5.59
C -4.56 1.42 4.76
C 0.72 2.29 -2.84
C -2.17 -2.92 2.13
C 8.17 2.51 -4.34
C -3.48 -1.13 4.66
C -0.70 -0.78 -2.22
C 2.49 2.76 -5.54
C 2.99 3.43 -4.12
C -1.36 -4.97 5.29
C -3.34 -4.11 2.00
C 7.59 5.08 -4.14
B -7.11 -5.87 0.80
H 9.12 2.37 -3.67
H -0.43 0.01 2.81
H -0.10 -1.49 -2.96
H -2.62 -0.20 -3.31
H -1.55 -6.14 5.39
H 7.13 4.36 -1.46
H -2.90 -5.15 1.71
H -3.39 -1.54 1.18
H 3.44 5.78 -2.64
H -3.79 -4.09 4.13
H -4.67 -0.57 2.80
H -2.65 1.55 3.81
H 5.68 2.85 -5.45
H 8.16 2.75 -1.73
H 0.33 -1.88 -0.33
H 3.09 2.89 -6.55
H -0.12 -0.43 4.69
H -0.81 -0.79 0.70
H -5.62 -2.69 2.07
H 8.39 2.79 -5.46
H -2.38 -0.74 4.72
H 5.18 6.24 -5.24
H 1.30 -0.40 3.44
H 0.12 -0.15 -1.64
H 3.37 5.85 -5.63
H 6.26 2.66 -1.70
H -8.20 -2.05 5.80
H 7.20 5.37 -5.20
H 0.14 2.14 -1.82
H -1.90 -3.75 -0.02
H -0.47 -4.64 6.01
H 7.59 1.47 -4.35
H -4.03 2.12 2.91
H 4.84 4.84 -6.45
H -4.01 -3.76 1.08
H 5.22 2.18 -3.74
H 4.63 4.50 -1.90
H 7.42 5.91 -3.32
H -4.94 -4.93 3.20
H -1.85 1.27 -2.39
H -3.91 0.12 6.52
H 5.30 6.01 -2.82
H -3.51 -2.16 5.26
H 0.74 1.36 -6.60
H -5.51 -0.43 5.70
H -0.29 -3.81 0.96
H -2.32 -4.45 5.71
H 8.77 4.98 -4.25
H 2.42 3.64 -1.73
*
```

Calculated values
HOMO-LUMO gap = 6.928 eV
E = -60666.026 eV
molar mass = 644.6 g mol⁻¹